Entry 1:
Here is 4 unconnected molecules or ions with the total composition C11H24Cl6FN4 at a distorted geometry from the Open Molecules 2025 dataset. Energies are from ωB97M-V/def2-TZVPD.

```
46
Properties=species:S:1:pos:R:3
C -0.753 2.107 3.112
C 0.291 1.031 2.558
F 1.094 0.517 3.580
N 1.095 1.714 1.529
C 1.241 1.244 0.299
N 0.636 0.009 -0.150
C 0.585 0.292 -1.632
C 2.098 0.766 -1.774
N 3.042 -0.188 -1.154
N 2.012 1.857 -0.764
H -1.676 1.524 3.427
H -0.308 2.721 3.935
H -1.069 2.729 2.226
H -0.322 0.195 2.155
H 1.571 2.601 1.713
H -0.361 -0.087 0.077
H 0.248 -0.570 -2.253
H -0.080 1.190 -1.689
H 2.213 1.021 -2.858
H 3.405 -0.777 -1.907
H 3.839 0.306 -0.745
H 2.903 2.241 -0.438
Cl -4.701 0.757 5.302
C -4.434 -0.927 4.789
C -3.008 -1.164 4.344
Cl -2.635 -0.319 2.816
H -5.145 -1.156 3.996
H -4.662 -1.561 5.646
H -2.847 -2.228 4.165
H -2.292 -0.834 5.096
Cl 6.313 -3.116 -2.669
C 4.876 -4.154 -2.838
C 4.113 -3.869 -4.113
Cl 3.325 -2.270 -4.079
H 4.250 -4.012 -1.957
H 5.228 -5.186 -2.842
H 3.322 -4.608 -4.244
H 4.763 -3.906 -4.986
Cl -2.610 0.276 -1.450
C -3.817 1.573 -1.657
C -3.472 2.484 -2.812
Cl -2.023 3.466 -2.477
H -3.887 2.122 -0.719
H -4.776 1.088 -1.839
H -4.293 3.180 -2.991
H -3.296 1.922 -3.728
```

Values from the calculation:
- Max |F|: 3.229 eV/A
- Energy relative to the best compared isomer or geometry (same formula, charge and spin): 39.4 kcal/mol
- LUMO level: -2.6 eV
- E_HOMO: -12.92 eV
- Charge: +1

***

Entry 2:
Here is a molecular structure, C11H24ClCsN3NbO5 at a distorted geometry from the Open Molecules 2025 dataset. Energies are from ωB97M-V/def2-TZVPD.

```
46
Properties=species:S:1:pos:R:3
N 0.569 -0.685 1.531
C 1.979 -1.028 4.427
O 1.278 -1.195 5.292
Cs -2.125 -1.214 2.264
Nb 0.601 -0.127 -0.130
N -0.062 1.830 0.167
N -1.045 -1.198 -0.950
C 0.214 2.802 1.250
C -1.091 -2.650 -1.266
C -0.662 2.554 2.478
C -0.043 4.258 0.802
C 1.680 2.642 1.645
C -2.493 -3.171 -1.707
C -0.091 -2.853 -2.417
C -0.650 -3.502 -0.071
H -1.729 2.633 2.230
H -0.436 3.304 3.256
H -0.486 1.566 2.924
H 0.628 4.546 -0.018
H 0.141 4.957 1.636
H -1.088 4.406 0.495
H 1.857 1.687 2.160
H 1.987 3.462 2.309
H 2.319 2.663 0.750
H -3.311 -2.745 -1.105
H -2.567 -4.270 -1.584
H -2.691 -2.973 -2.773
H -0.375 -2.232 -3.280
H -0.052 -3.912 -2.714
H 0.917 -2.540 -2.091
H 0.281 -3.134 0.391
H -0.465 -4.531 -0.418
H -1.436 -3.646 0.695
C -1.892 -0.399 -1.869
H -2.303 0.493 -1.362
H -1.314 -0.048 -2.753
H -2.807 -0.906 -2.263
C -0.671 2.426 -1.015
H -0.118 3.306 -1.395
H -0.636 1.702 -1.837
H -1.733 2.722 -0.872
O 4.038 -2.252 -1.280
Cl 4.057 -1.026 -0.568
O 4.549 -1.164 0.772
O 4.678 0.065 -1.267
O 2.598 -0.618 -0.467
```

Values from the calculation:
- Max |F|: 4.140 eV/A
- LUMO level (spin up / spin down): -11.7 / -11.7 eV
- E_HOMO (spin up / spin down): -15.72 / -15.72 eV
- Charge: +2

***

Entry 3:
Here is a molecular structure, C11H24ClI2N2P2Rh at a distorted geometry from the Open Molecules 2025 dataset. Energies are from ωB97M-V/def2-TZVPD.

```
43
Properties=species:S:1:pos:R:3
I 4.086 -0.194 0.209
I 1.247 -0.725 2.986
Rh 1.144 -0.178 0.460
P 1.085 2.159 0.546
C -0.195 2.791 1.685
C 2.696 2.690 1.238
H 2.741 3.788 1.221
H 0.984 4.254 -0.706
H 3.513 2.274 0.620
H 1.447 2.896 -1.766
H -0.148 2.225 2.620
H 2.788 2.302 2.261
C 0.795 3.198 -0.939
H -0.032 3.861 1.880
H -0.247 3.084 -1.259
H -1.183 2.656 1.230
P 0.908 -2.194 -0.742
C -0.470 -3.231 -0.122
C 0.567 -2.218 -2.552
H 3.318 -2.574 -0.828
H 2.382 -4.074 -1.151
H 2.558 -3.449 0.538
C 2.446 -3.174 -0.520
H 1.262 -1.559 -3.083
H 0.669 -3.237 -2.951
H -0.415 -4.252 -0.528
H -1.427 -2.785 -0.422
H -0.456 -1.866 -2.734
H -0.421 -3.263 0.970
Cl 2.090 0.436 -1.782
N -1.460 0.557 -1.649
C -2.031 0.225 -0.460
C -3.447 0.246 -0.340
C -4.049 -0.094 0.871
C -3.218 -0.450 1.947
C -1.849 -0.438 1.735
N -1.243 -0.122 0.580
H -0.453 0.566 -1.813
H -2.067 0.812 -2.421
H -3.971 0.540 -1.258
H -5.137 -0.073 0.937
H -3.634 -0.721 2.917
H -1.171 -0.692 2.576
```

Values from the calculation:
- Max |F|: 2.042 eV/A
- Energy relative to the best compared isomer or geometry (same formula, charge and spin): 7.0 kcal/mol
- <S²>: 6.0159
- LUMO level (spin up / spin down): -8.0 / -10.3 eV
- Spin multiplicity: 5
- E_HOMO (spin up / spin down): -14.82 / -14.81 eV
- Charge: +2

***

Entry 4:
Here is a molecular structure, C11H24ClIN2O2PSTi at a distorted geometry from the Open Molecules 2025 dataset. Energies are from ωB97M-V/def2-TZVPD.

```
44
Properties=species:S:1:pos:R:3
C 0.345 -6.552 -5.674
C 0.573 -5.105 -5.302
H 0.803 -6.756 -6.657
H -0.730 -6.748 -5.708
H 0.788 -7.193 -4.908
O 1.152 -4.273 -5.928
I -0.325 -4.623 -3.348
Ti -0.497 -0.606 -0.859
P -2.523 0.039 -1.824
C -2.716 1.673 -2.543
C -2.884 -1.122 -3.180
H -3.890 -1.163 -0.244
H -4.864 -0.019 -1.232
H -3.846 0.580 0.117
C -3.920 -0.162 -0.688
H -2.819 -2.151 -2.809
H -3.891 -0.928 -3.576
H -3.712 1.767 -2.995
H -1.949 1.843 -3.309
H -2.146 -0.997 -3.984
H -2.595 2.438 -1.765
C 0.246 1.274 -1.156
O 0.672 2.328 -1.395
Cl -1.322 -2.590 -0.317
C 1.552 0.787 5.632
C 2.275 0.586 4.308
N 1.295 0.438 3.189
C 1.225 1.206 2.099
S 0.446 0.415 0.839
N 1.646 2.439 1.874
C 1.899 3.485 2.908
C 3.339 3.978 2.835
H 0.921 1.683 5.600
H 2.295 0.905 6.426
H 0.925 -0.080 5.859
H 2.951 1.413 4.079
H 2.891 -0.322 4.360
H 0.749 -0.451 3.278
H 1.696 2.842 0.908
H 1.215 4.328 2.734
H 1.654 3.080 3.893
H 3.536 4.428 1.857
H 3.495 4.733 3.611
H 4.042 3.153 2.995
```

Values from the calculation:
- Max |F|: 5.699 eV/A
- Energy relative to the best compared isomer or geometry (same formula, charge and spin): 50.4 kcal/mol
- <S²>: 0.7545
- LUMO level (spin up / spin down): -8.4 / -8.2 eV
- Spin multiplicity: 2
- E_HOMO (spin up / spin down): -13.87 / -13.87 eV
- Charge: +2

***

Entry 5:
Here is a molecular structure, C11H24HgN4NbO3 at a distorted geometry from the Open Molecules 2025 dataset. Energies are from ωB97M-V/def2-TZVPD.

```
44
Properties=species:S:1:pos:R:3
N -1.873 -0.480 1.345
C -2.945 -1.081 1.758
O -3.926 -0.610 2.322
Hg -2.613 1.447 2.837
Nb 0.081 -0.008 1.285
N 0.280 1.748 0.333
N 0.865 -1.500 0.228
C -0.338 2.514 -0.768
C 0.227 -2.496 -0.689
C -0.038 4.014 -0.589
C 0.226 2.015 -2.108
C -1.838 2.293 -0.717
C -0.464 -3.557 0.184
C 1.271 -3.152 -1.607
C -0.792 -1.758 -1.537
H -0.358 4.359 0.396
H -0.600 4.587 -1.349
H 1.019 4.249 -0.722
H 1.312 2.092 -2.155
H -0.193 2.612 -2.943
H -0.055 0.963 -2.277
H -2.094 1.220 -0.758
H -2.323 2.788 -1.585
H -2.270 2.728 0.189
H 0.240 -4.030 0.877
H -0.898 -4.352 -0.451
H -1.281 -3.101 0.766
H 1.983 -3.781 -1.069
H 1.820 -2.403 -2.184
H 0.742 -3.803 -2.326
H -1.348 -2.475 -2.170
H -0.296 -1.037 -2.204
H -1.524 -1.227 -0.913
C 1.715 2.064 0.644
H 2.103 1.327 1.356
H 2.340 2.029 -0.258
H 1.813 3.052 1.115
C 2.260 -1.809 0.672
H 2.556 -1.099 1.438
H 2.327 -2.817 1.095
H 2.974 -1.735 -0.165
O -0.088 0.143 5.326
N -0.377 0.438 4.125
O 0.377 -0.376 3.252
```

Values from the calculation:
- Max |F|: 7.615 eV/A
- <S²>: 0.7640
- LUMO level (spin up / spin down): -10.1 / -11.2 eV
- Spin multiplicity: 2
- E_HOMO (spin up / spin down): -15.93 / -15.80 eV
- Charge: +2

***

Q: Among the records above, which one has the highest max |F|?
A: C11H24HgN4NbO3